{
  "formula": "C31H75B2N4O17P2S3",
  "method": "ωB97M-V with the def2-TZVPD basis set",
  "symbols": ["C", "O", "C", "C", "C", "C", "C", "C", "C", "C", "C", "C", "C", "N", "O", "B", "O", "O", "C", "N", "C", "C", "P", "N", "C", "P", "C", "O", "C", "B", "O", "O", "C", "N", "C", "C", "C", "O", "H", "H", "H", "H", "H", "H", "H", "H", "H", "H", "H", "H", "H", "H", "H", "H", "H", "H", "H", "H", "H", "H", "H", "H", "H", "H", "H", "H", "H", "H", "H", "H", "H", "H", "H", "H", "H", "H", "H", "H", "H", "H", "H", "H", "H", "H", "H", "H", "H", "H", "H", "O", "S", "O", "O", "C", "C", "C", "H", "H", "H", "H", "H", "H", "H", "H", "O", "S", "O", "O", "C", "C", "C", "H", "H", "H", "H", "H", "H", "H", "H", "O", "S", "O", "O", "C", "C", "C", "H", "H", "H", "H", "H", "H", "H", "H"],
  "xyz": [[7.734128, -4.692093, 1.708411], [9.150596, -4.557457, 1.334516], [9.323365, -3.964696, -0.001591], [10.254419, -2.600460, 0.212847], [9.381398, -1.558199, 1.165169], [9.390303, -0.076460, 0.462587], [8.503568, -0.106869, -0.940986], [6.906720, -0.116020, -0.450146], [6.227620, 1.343584, -0.838169], [4.691611, 1.500835, -0.193076], [3.839270, 2.369681, -1.287813], [2.257195, 2.616178, -0.902756], [1.372571, 1.582107, -1.796185], [-0.046223, 1.309156, -1.324055], [-0.977649, 2.141853, -1.807186], [-1.232184, 3.305670, -0.941289], [-0.606948, 3.495831, 0.392502], [-2.144043, 4.360746, -1.509740], [-0.414818, 0.260031, -0.468496], [0.842677, -0.484046, 0.030571], [1.419518, 0.150079, 1.270248], [0.703976, -1.960536, 0.087991], [2.047281, -2.713704, -1.081936], [1.580041, -2.876103, -2.617257], [-0.789440, -2.585075, -0.100935], [-1.012679, -4.387864, 0.486816], [0.046371, -5.552116, -0.661767], [-2.658455, -4.967529, 0.222646], [-1.817802, -1.501180, 0.651972], [-1.598098, -1.458208, 2.307171], [-1.704565, -2.623972, 3.205526], [-1.319136, -0.142011, 2.954681], [-0.729964, -0.411025, 4.292810], [-1.751037, -0.132300, -0.006045], [-2.959186, 0.008635, -0.821231], [-3.128349, -0.872427, -2.188728], [-1.939631, -0.702994, -3.304655], [-3.527513, -2.300543, -1.952700], [7.011987, -3.917665, 1.208540], [7.417771, -5.812182, 1.496785], [7.621421, -4.545150, 2.882961], [9.920242, -4.670284, -0.722919], [8.295673, -3.703623, -0.547001], [11.254471, -2.839897, 0.810324], [10.543439, -2.127859, -0.829912], [8.280382, -1.984109, 1.192641], [9.831922, -1.469174, 2.267060], [10.474431, 0.317918, 0.254288], [8.853108, 0.720703, 1.161992], [8.734985, 0.845041, -1.617614], [8.766896, -1.048703, -1.618809], [6.863033, -0.300160, 0.705423], [6.407487, -1.028707, -1.016104], [6.043431, 1.297008, -2.016573], [6.912348, 2.265315, -0.612612], [4.315459, 0.374589, -0.068302], [4.834925, 2.057168, 0.827097], [3.838789, 1.739102, -2.294184], [4.351194, 3.426025, -1.493399], [2.004201, 3.710612, -1.310691], [2.025573, 2.651209, 0.240063], [1.988079, 0.591737, -2.054582], [1.253583, 2.106941, -2.864790], [-1.339400, 3.793501, 1.017150], [-2.876639, 3.834561, -1.990278], [2.564497, 0.390443, 1.227240], [0.873815, 1.205172, 1.392153], [1.225042, -0.423618, 2.271287], [1.058802, -2.300385, 1.178455], [2.495099, -3.954464, -0.473421], [3.147235, -1.745575, -1.077191], [0.588778, -2.561672, -2.682549], [-1.041415, -2.560818, -1.242846], [0.141303, -5.104957, -1.749079], [1.119052, -5.621810, -0.189522], [-0.419088, -6.626341, -0.640981], [-3.202807, -4.291080, -0.277067], [-2.879751, -2.036355, 0.545137], [-0.810268, -3.106965, 3.099954], [-0.296932, 0.616886, 4.691743], [0.222131, -1.114458, 4.153827], [-1.496036, -0.818530, 5.077941], [-3.906227, -0.279680, -0.146063], [-3.252399, 1.122124, -1.150306], [-4.099534, -0.416558, -2.720231], [-2.202266, -1.404781, -4.210627], [-0.861492, -0.958415, -2.933125], [-1.929222, 0.413257, -3.682159], [-3.028365, -2.879868, -2.610124], [-2.156546, 0.285127, 7.325470], [-3.065723, 0.816739, 8.317777], [-2.623454, 1.185005, 9.648088], [-4.346742, -0.185044, 8.452291], [-4.113693, -1.550250, 8.770972], [-3.728078, -1.722764, 10.228816], [-3.923761, 2.203667, 7.622298], [-3.354825, -1.976842, 8.106829], [-5.048688, -2.090705, 8.582804], [-2.765483, -1.249796, 10.442728], [-3.643591, -2.781572, 10.486543], [-4.470964, -1.254464, 10.882562], [-4.295263, 1.934935, 6.632740], [-3.212480, 3.029129, 7.545530], [-4.743718, 2.482757, 8.286557], [-1.167800, 2.410146, -5.953537], [-2.472716, 3.031105, -6.027638], [-3.672814, 2.356947, -5.573517], [-2.718575, 3.565741, -7.549607], [-2.623113, 2.637689, -8.621644], [-3.828486, 1.716459, -8.668368], [-2.398865, 4.613578, -5.231512], [-1.690558, 2.067631, -8.555902], [-2.581979, 3.218907, -9.550196], [-3.869666, 1.072675, -7.785253], [-3.791334, 1.071053, -9.549678], [-4.756848, 2.296343, -8.689512], [-1.519364, 5.151969, -5.586574], [-2.324736, 4.440345, -4.155549], [-3.313466, 5.165905, -5.454900], [-5.604760, 2.088855, -1.314782], [-6.984567, 2.340393, -1.670797], [-7.497082, 3.682282, -1.864736], [-7.953988, 1.558756, -0.616312], [-7.811866, 1.831635, 0.771130], [-8.385287, 3.189813, 1.132117], [-7.386377, 1.387170, -3.110729], [-6.762810, 1.750743, 1.074255], [-8.365481, 1.055338, 1.312042], [-7.818210, 3.997383, 0.660630], [-8.356763, 3.349691, 2.212979], [-9.420227, 3.276248, 0.785713], [-7.038959, 0.362966, -2.970146], [-6.877505, 1.843221, -3.962943], [-8.466438, 1.417125, -3.265756]],
  "forces_ev_per_a": [[-0.34, -0.97, 1.19], [-2.10, 0.93, -1.45], [1.42, 1.00, -0.66], [-0.52, -0.19, 0.81], [0.48, 0.43, -0.73], [-0.64, 0.26, -0.38], [0.02, 0.11, 0.61], [0.93, 0.43, -0.82], [-1.08, -1.25, -0.95], [1.66, 0.09, -0.94], [-0.40, -0.34, 0.17], [0.16, 1.32, -0.81], [1.44, 0.35, -1.71], [0.92, -3.89, 2.71], [-1.20, 2.71, 1.34], [-0.73, 2.44, 0.66], [-2.93, -0.74, -2.67], [0.75, -4.75, 0.76], [0.89, -0.45, 0.17], [-3.43, 1.11, -0.04], [-0.01, 2.28, 1.47], [0.61, -2.08, 2.10], [-1.10, 0.62, -1.99], [-0.69, 0.45, 1.72], [-0.26, 2.07, -2.02], [-0.20, -1.91, 1.03], [0.31, 0.52, -0.77], [1.53, 2.68, -1.03], [0.38, -2.54, 1.05], [0.22, 1.36, 2.25], [2.40, 1.59, -2.76], [-0.14, -4.12, -0.53], [1.29, 0.98, 1.06], [2.99, -0.65, -1.96], [-3.60, 1.13, -1.52], [-0.84, 0.70, -1.54], [-0.34, 0.11, 0.03], [1.97, 0.66, -0.90], [1.49, -1.49, 0.66], [0.31, 2.35, 0.20], [0.50, -0.23, -2.48], [-1.21, 0.96, 1.54], [2.10, -0.44, 1.38], [-2.17, 0.15, -1.52], [-0.66, -0.92, 2.14], [2.20, 1.09, 0.21], [-1.11, -0.39, -2.50], [-1.97, -0.96, 0.48], [1.20, -1.63, -1.38], [-0.58, -1.96, 1.58], [-0.62, 1.94, 1.63], [0.03, 0.32, -2.19], [0.53, 2.09, 1.23], [0.66, 0.26, 2.44], [-1.26, -1.89, -0.23], [0.47, 2.62, -0.16], [-0.74, -1.18, -1.80], [0.19, 1.48, 1.96], [-0.99, -2.47, 0.52], [0.37, -2.36, 1.02], [0.50, -0.40, -2.23], [-1.78, 1.94, 1.07], [-0.10, -1.24, 2.40], [1.42, -0.20, -1.17], [1.47, 1.37, 0.84], [-2.15, -0.76, -0.37], [1.26, -2.32, -0.11], [0.13, 0.77, -2.11], [-0.76, 0.70, -2.02], [-0.01, 1.03, -0.06], [-0.60, -0.93, 0.82], [0.93, -0.46, -0.20], [0.34, 0.28, 1.92], [-0.15, -1.21, 2.01], [-2.12, 0.15, -0.83], [0.73, 2.21, -0.07], [0.73, -1.09, 0.56], [2.11, 1.76, -0.18], [-2.18, 0.47, 0.23], [-1.09, -2.08, -0.90], [-2.17, 1.29, 0.57], [1.57, 0.69, -1.74], [2.33, 0.60, -1.33], [1.15, -2.43, 0.78], [2.14, -0.70, 1.34], [0.57, 1.44, 1.72], [-2.01, 0.35, -0.55], [-0.08, -2.28, 0.70], [-0.96, 1.28, 1.16], [-0.36, 0.18, 0.82], [-0.57, -0.11, 0.65], [-0.06, -0.50, -1.42], [0.58, 1.38, -0.54], [0.26, -1.13, 0.52], [0.24, 0.14, 0.24], [-0.18, -0.06, -0.06], [-0.03, 0.18, -0.01], [0.08, 0.42, -0.15], [-0.13, -0.09, -0.04], [-0.10, 0.07, -0.10], [0.06, -0.13, -0.13], [0.05, -0.03, 0.15], [0.01, -0.22, 0.09], [0.15, -0.10, -0.06], [-1.07, -0.02, 0.06], [-0.25, 0.55, -0.81], [1.12, 0.11, -0.12], [0.26, 0.29, 1.70], [-0.10, -0.96, -0.93], [-0.19, -0.21, 0.21], [-0.05, 0.09, -0.17], [-0.05, 0.12, 0.14], [0.06, 0.18, 0.43], [0.03, 0.06, -0.13], [0.05, 0.15, 0.02], [0.16, -0.05, -0.08], [-0.12, -0.11, 0.01], [0.05, -0.08, -0.19], [0.12, -0.13, -0.01], [-0.42, 0.43, 0.06], [-1.33, 0.08, -0.02], [0.99, -1.16, 0.36], [0.74, 0.10, -1.44], [-0.04, 0.46, 1.18], [0.03, 0.35, -0.11], [-0.04, -0.13, 0.08], [-0.02, -0.01, -0.17], [0.11, -0.03, -0.44], [-0.07, -0.11, 0.08], [-0.03, -0.13, -0.08], [0.15, -0.08, 0.11], [-0.06, 0.12, 0.04], [0.01, 0.06, 0.20], [0.16, 0.04, 0.11]],
  "lowdin_charge": [-0.14, -0.25, -0.22, -0.17, -0.20, -0.23, -0.21, -0.22, -0.21, -0.21, -0.21, -0.17, -0.09, -0.06, 0.07, -0.46, 0.08, 0.07, -0.02, -0.11, -0.05, -0.41, 0.76, -0.31, -0.38, 0.94, -0.29, -0.34, -0.13, -0.43, 0.02, -0.09, -0.09, 0.03, -0.12, -0.30, -0.04, -0.12, 0.08, 0.10, 0.11, 0.12, 0.13, 0.13, 0.11, 0.09, 0.13, 0.11, 0.11, 0.11, 0.10, 0.10, 0.11, 0.12, 0.12, 0.09, 0.12, 0.12, 0.14, 0.13, 0.10, 0.14, 0.17, 0.14, 0.12, 0.09, 0.12, 0.09, 0.14, 0.00, 0.00, -0.07, 0.09, 0.04, 0.03, 0.07, 0.05, 0.16, 0.11, 0.12, 0.11, 0.11, 0.17, 0.13, 0.16, 0.11, 0.06, 0.09, 0.11, -0.30, 0.63, -0.28, -0.27, -0.28, -0.08, -0.12, 0.11, 0.13, 0.07, 0.08, 0.09, 0.07, 0.08, 0.08, -0.29, 0.62, -0.31, -0.26, -0.27, -0.08, -0.11, 0.12, 0.13, 0.07, 0.08, 0.09, 0.08, 0.05, 0.08, -0.32, 0.63, -0.28, -0.26, -0.28, -0.07, -0.11, 0.11, 0.13, 0.07, 0.08, 0.09, 0.07, 0.08, 0.08],
  "total_charge": 1,
  "lumo_energy_ev": -3.07,
  "gap_ev": 7.8207,
  "multiplicity": 1,
  "homo_energy_ev": -10.889
}